(1)
Density functional theory data (wB97M-V/def2-TZVPD) for one molecule with the formula C4H6N2O at a distorted geometry.

XYZ file:
```
13
Properties=species:S:1:pos:R:3:forces:R:3
O -1.364 -0.769 0.216 -4.39 0.79 -1.54
N -0.554 -0.302 1.347 -0.03 -3.87 -0.85
N 1.779 -0.530 0.797 -1.05 -3.24 1.64
C 0.603 -0.316 0.383 0.28 2.64 4.62
C 1.044 1.036 -1.448 5.10 2.20 -1.09
C -1.429 0.415 -0.739 4.49 0.81 4.19
C 0.162 0.538 -0.729 -4.80 -3.31 2.53
H -1.774 1.358 -0.230 -0.07 -1.18 -0.05
H -1.887 0.383 -1.672 -0.91 -1.36 -1.40
H -0.682 -1.263 2.066 0.98 3.38 -2.76
H 2.095 1.115 -1.080 -0.86 -0.63 -0.67
H 1.507 -1.171 1.687 1.77 2.00 -1.98
H 0.795 1.519 -2.301 -0.50 1.77 -2.62
```
Forces are in eV/Å.

DFT total energy	-9267.1167	eV

***

(2)
Density functional theory data (wB97M-V/def2-TZVPD) for a 2-piece molecular cluster, C12H17N overall at a distorted geometry.

XYZ file:
```
30
Properties=species:S:1:pos:R:3:forces:R:3
N 2.244 0.422 0.651 1.73 -0.40 -1.59
C -2.152 0.611 1.833 -0.76 0.20 0.35
C 1.243 1.152 -1.232 0.40 -0.32 -1.04
C 1.372 -1.928 0.575 0.22 0.06 -0.11
C -0.175 -0.935 -1.607 0.10 -0.40 -0.26
C -2.698 1.984 2.244 0.78 0.39 -0.15
C 1.665 -0.708 0.010 -1.74 0.07 0.85
C 0.916 -0.213 -1.086 0.09 0.49 0.42
C 0.872 2.052 -2.340 -0.16 0.30 0.04
C 0.284 -2.630 0.042 -0.31 0.35 0.30
C -0.493 -2.134 -1.012 0.16 -0.50 0.35
C 2.153 1.463 -0.196 -0.47 -0.26 1.52
C -3.282 -0.261 1.249 0.85 0.84 -0.60
H 1.887 -2.307 1.445 -0.01 0.07 0.11
H 0.017 1.697 -2.912 -0.15 0.03 0.24
H -0.092 -3.471 0.611 0.24 -0.29 -0.28
H -2.775 2.643 1.376 -0.31 -0.08 -0.03
H -3.666 1.914 2.733 -0.09 -0.08 -0.03
H 2.643 2.372 0.117 -0.03 0.27 -0.50
H -2.021 2.506 2.930 -0.07 -0.16 0.00
H -3.956 0.379 0.677 -0.23 0.01 0.20
H -1.368 -2.713 -1.281 0.04 0.20 -0.25
H -1.756 0.152 2.736 0.21 -0.31 -0.02
H 3.078 0.337 1.222 -0.28 0.01 0.37
H -2.871 -0.927 0.494 -0.11 -0.60 0.28
H -1.331 0.709 1.118 0.03 0.09 0.01
H -0.782 -0.571 -2.424 0.04 0.22 0.00
H -3.817 -0.760 2.043 -0.23 -0.32 -0.06
H 0.685 3.047 -1.929 -0.06 0.06 -0.35
H 1.684 2.116 -3.073 0.13 0.09 0.23
```
Forces are in eV/Å.

DFT total energy	-14202.1959	eV
net charge	+1
multiplicity	2

***

(3)
Density functional theory data (wB97M-V/def2-TZVPD) for one molecule with the formula C2H4NP at a distorted geometry.

XYZ file:
```
8
Properties=species:S:1:pos:R:3:forces:R:3
P -3.101 0.774 -1.002 1.02 -0.28 -0.49
N -1.587 0.720 -0.265 0.95 -0.01 0.18
C -0.462 0.628 0.097 -2.45 1.46 -0.48
C 0.438 -0.345 0.608 0.46 -1.12 0.33
H 1.348 -0.323 0.055 0.80 -0.04 -0.32
H -0.043 -1.297 0.486 -0.10 -0.85 -0.18
H -2.419 0.303 -2.206 -0.75 0.29 0.41
H 0.670 -0.280 1.653 0.08 0.57 0.55
```
Forces are in eV/Å.

DFT total energy	-12915.1456	eV

***

(4)
Density functional theory data (wB97M-V/def2-TZVPD) for C18H47AlN4O6 as an isolated structure at a distorted geometry.

XYZ file:
```
76
Properties=species:S:1:pos:R:3:forces:R:3
Al 0.218 -0.227 -0.313 -1.86 0.95 0.34
O -0.858 -0.472 -2.031 -1.95 -1.57 1.09
O 0.991 0.494 -2.248 4.56 -4.98 -0.59
O -2.289 0.312 -0.625 -0.97 -0.41 -2.67
O -0.961 -2.312 -0.633 -2.53 0.96 -1.26
O 0.754 -2.217 0.611 3.00 1.73 -0.53
O -0.255 1.713 -1.442 -2.86 3.05 2.11
N 2.101 1.188 0.140 -0.48 -0.44 -2.98
N -1.304 -0.231 1.358 -1.57 -3.48 -0.15
N -0.179 1.462 1.568 -5.93 12.34 -3.47
N 0.877 0.243 1.961 6.59 -8.96 2.01
C -1.251 2.101 0.784 0.31 2.15 0.54
C 1.670 -2.031 1.715 0.48 -0.40 1.33
C -0.668 2.732 -0.556 -1.89 -0.09 1.54
C -1.482 -1.591 1.750 0.08 -0.71 -1.31
C 1.990 1.433 -2.357 2.59 1.34 1.87
C 3.402 2.992 -0.784 0.11 -0.15 -2.47
C -2.607 -1.594 2.695 -1.85 -2.04 1.42
C 2.137 2.143 -0.955 1.45 1.38 -1.43
C -1.820 -2.416 0.457 -0.48 -1.64 2.06
C 2.005 -0.556 2.029 3.59 -3.37 2.10
C -1.854 3.117 1.708 -0.76 1.32 -0.28
C -3.330 -0.834 -2.377 1.81 -0.15 -1.45
C 0.699 -3.590 0.125 2.01 -1.22 1.26
C -0.478 1.927 -2.826 -3.09 0.88 -1.86
C -2.053 -0.246 -1.709 -3.26 -0.99 1.57
C -1.145 -3.303 -1.635 -1.37 0.93 -1.56
C 1.017 -0.334 -3.390 0.50 -1.07 -2.53
C 2.735 -0.359 3.402 0.92 -1.25 -0.88
H -1.721 -3.448 0.796 -0.59 -0.37 0.17
H 0.329 -4.158 0.979 0.37 -0.31 0.13
H 2.765 -0.243 1.313 -0.38 -0.60 0.35
H 1.718 2.235 -3.043 0.63 -0.39 -0.08
H -0.637 0.992 -3.363 -0.42 0.71 0.40
H 0.634 2.055 1.645 -0.81 1.82 -0.84
H 2.866 0.902 -2.729 0.59 0.45 0.26
H -2.811 3.514 1.371 0.14 0.44 -0.28
H 1.253 1.100 2.341 1.03 -0.39 0.82
H 0.234 2.456 -3.459 0.07 0.42 0.84
H 2.544 1.613 0.942 -0.47 0.43 0.56
H -1.406 2.481 -2.967 -0.14 0.18 0.36
H 2.606 -2.588 1.689 0.10 -0.09 -1.01
H 1.290 2.827 -0.905 1.65 -0.64 -0.02
H -1.294 0.267 2.236 -0.20 -0.72 -0.23
H -2.098 2.758 2.708 0.15 -0.62 0.04
H -0.972 -4.269 -1.161 -1.46 -0.50 -1.04
H -3.922 -0.071 -2.882 0.06 0.03 0.15
H 1.696 -3.913 -0.175 0.25 0.03 0.49
H -1.928 1.265 0.608 0.45 3.11 -0.58
H -2.958 -1.537 -3.122 -0.34 0.08 -0.41
H 3.271 3.847 -0.120 0.45 -0.54 0.51
H 2.135 0.120 4.175 -0.07 -0.09 -0.07
H 2.847 0.550 -0.097 0.27 -0.38 -0.44
H -3.014 -2.589 2.876 0.19 -0.49 -0.17
H 1.863 -0.999 -3.566 0.74 0.44 0.64
H -2.218 0.013 1.004 -0.14 -0.60 -0.07
H 3.128 -1.315 3.751 -0.24 -0.09 0.43
H 0.979 0.377 -4.214 0.12 -0.38 -0.45
H 3.681 3.442 -1.737 -0.63 0.60 -0.38
H -0.532 -1.846 2.220 -0.75 -0.87 0.03
H -2.861 -2.252 0.177 -0.07 0.19 -0.05
H -0.560 1.470 2.503 0.35 0.72 0.24
H 0.047 -3.853 -0.708 2.65 0.54 1.81
H -0.405 -3.098 -2.409 0.28 -0.23 0.21
H -3.971 -1.422 -1.720 0.27 0.47 0.46
H 0.292 -0.148 2.686 0.06 -0.21 0.16
H -2.363 -1.333 3.725 0.21 0.71 -0.15
H -2.078 -3.300 -2.198 -0.45 0.22 0.64
H 1.212 -2.522 2.574 -0.40 0.19 0.38
H -1.436 3.416 -0.916 -0.07 -0.26 -0.52
H -1.109 3.895 1.877 -0.27 0.49 -0.03
H 4.292 2.363 -0.793 0.19 -0.09 1.45
H 0.240 3.321 -0.426 -1.09 0.83 1.19
H 0.160 -1.004 -3.460 0.42 0.61 0.03
H -3.508 -1.097 2.338 0.24 0.60 -0.04
H 3.659 0.188 3.215 -0.14 0.46 0.29
```
Forces are in eV/Å.

DFT total energy	-44238.0041	eV
net charge	+2

***

(5)
Density functional theory data (wB97M-V/def2-TZVPD) for one molecule with the formula C3H6OS at a distorted geometry.

XYZ file:
```
11
Properties=species:S:1:pos:R:3:forces:R:3
S 0.726 -0.957 -1.142 0.03 0.45 -0.90
O -1.342 1.329 -0.014 -0.99 0.95 -0.45
C -0.768 -0.244 1.703 -1.77 2.80 0.14
C 0.896 0.516 -0.100 0.08 0.82 0.78
C -0.511 0.639 0.478 1.74 -1.27 0.63
H 1.178 1.404 -0.683 -0.08 -0.32 0.26
H 1.289 -1.512 -0.130 0.62 -1.83 0.65
H -0.419 0.422 2.536 0.20 -1.07 -0.34
H -1.875 -0.136 1.783 0.66 -0.88 0.18
H 1.640 0.275 0.719 -0.74 0.58 -1.10
H -0.396 -1.249 1.676 0.23 -0.22 0.15
```
Forces are in eV/Å.

DFT total energy	-16090.1766	eV

***

(6)
Density functional theory data (wB97M-V/def2-TZVPD) for C23H21BrN5O2PdSe as an isolated structure.

XYZ file:
```
54
Properties=species:S:1:pos:R:3:forces:R:3
Pd 1.224 0.085 -0.869 -0.14 -0.05 -0.17
Br -3.337 2.105 -0.712 -0.01 0.01 0.02
Se 1.472 -0.180 2.109 0.01 -0.08 0.00
O 1.257 2.137 -0.944 -0.03 0.04 0.02
O -0.591 1.019 -0.841 0.02 0.15 0.00
N 3.094 -0.528 -1.107 -0.01 -0.01 0.03
N 0.987 -1.924 -1.135 0.07 0.15 0.14
N -1.248 0.709 2.398 -0.01 0.02 0.00
N 2.023 -2.606 -1.276 0.00 -0.10 -0.02
N -1.089 -1.443 2.438 0.01 0.01 0.02
C -0.551 5.848 -0.992 0.00 0.00 0.00
C -2.139 3.568 -0.828 -0.02 -0.01 -0.02
C -2.426 -1.132 2.598 0.03 -0.01 0.00
C -1.472 -4.693 -1.203 -0.01 0.01 0.00
C -0.239 -2.644 -1.083 -0.13 -0.11 -0.01
C -2.525 0.211 2.571 0.01 0.03 -0.02
C -0.528 -2.782 2.477 0.01 -0.02 0.00
C -2.644 -3.994 -0.923 0.01 0.03 0.01
C -0.900 2.120 2.382 -0.03 -0.01 0.01
C 4.188 0.229 -1.054 -0.01 -0.01 -0.02
C -2.607 -2.621 -0.729 -0.05 -0.06 -0.01
C 5.567 -1.700 -1.350 0.07 0.08 0.01
C 4.426 -2.483 -1.395 -0.11 -0.09 -0.01
C -1.932 5.961 -0.916 -0.01 -0.03 0.01
C -0.267 -4.025 -1.286 0.04 -0.02 0.01
C 3.198 -1.859 -1.269 0.21 0.12 0.02
C 5.449 -0.328 -1.176 0.00 -0.05 0.00
C -2.723 4.825 -0.833 0.01 0.03 0.00
C -0.365 -0.309 2.322 0.01 -0.01 -0.06
C -0.750 3.437 -0.902 0.01 -0.01 -0.01
C -1.404 -1.938 -0.811 0.08 0.08 0.02
C -0.017 2.155 -0.898 0.04 -0.04 0.01
C 0.028 4.594 -0.983 0.01 0.00 0.00
H -3.517 -2.075 -0.521 0.00 0.01 0.00
H -1.505 -5.762 -1.363 0.01 0.00 0.00
H 6.542 -2.156 -1.445 0.00 0.00 0.00
H 0.073 2.230 1.911 0.01 -0.01 0.00
H 1.102 4.482 -1.039 0.00 0.00 -0.01
H -3.799 4.910 -0.774 0.00 0.00 -0.01
H -0.116 -2.991 3.464 -0.01 0.00 0.00
H -0.843 2.504 3.399 0.00 0.00 0.00
H -3.177 -1.892 2.712 0.00 0.00 0.01
H -3.585 -4.523 -0.866 -0.01 0.00 0.00
H 6.319 0.310 -1.135 0.00 0.00 0.00
H -2.401 6.935 -0.921 0.00 0.00 0.00
H 4.027 1.290 -0.914 -0.01 -0.01 0.01
H -1.314 -3.495 2.243 0.00 0.01 -0.01
H 0.068 6.731 -1.059 0.00 0.00 0.00
H 0.647 -4.557 -1.505 -0.02 -0.01 0.00
H 4.461 -3.555 -1.517 0.01 0.00 0.00
H -1.655 2.666 1.821 -0.02 -0.01 0.01
H -3.381 0.857 2.647 0.00 0.00 0.01
H 0.272 -2.857 1.745 -0.01 0.01 0.00
H -1.377 -0.868 -0.667 -0.04 -0.03 0.01
```
Forces are in eV/Å.

DFT total energy	-174600.7906	eV
net charge	+1

***

(7)
Density functional theory data (wB97M-V/def2-TZVPD) for one molecule with the formula C4H9NO at a distorted geometry.

XYZ file:
```
15
Properties=species:S:1:pos:R:3:forces:R:3
O -0.977 -1.790 -0.603 -0.95 -2.87 -1.55
N 0.277 -1.487 -0.047 -0.44 0.16 -0.59
C 1.550 0.217 0.884 -1.26 -5.35 7.00
C -0.789 0.768 -0.076 -0.06 1.54 4.78
C 0.352 -0.224 0.184 -2.24 -1.17 0.62
C -0.313 2.180 -0.256 -0.55 1.05 -7.02
H 1.239 0.717 2.020 1.39 -1.34 -3.49
H 2.067 0.707 0.266 3.92 5.40 -4.10
H -1.036 -2.774 -1.016 1.11 3.43 1.81
H -1.165 2.796 -0.785 1.15 -0.61 2.29
H 0.352 2.350 -1.284 -0.75 -1.03 2.50
H -1.618 1.016 0.909 2.49 -1.70 -2.32
H 2.375 -0.738 0.924 -2.69 2.20 0.72
H 0.267 2.569 0.512 0.40 1.12 1.47
H -1.410 0.436 -0.811 -1.51 -0.84 -2.12
```
Forces are in eV/Å.

DFT total energy	-7826.6675	eV

***

(8)
Density functional theory data (wB97M-V/def2-TZVPD) for one molecule with the formula C2H8N2S at a distorted geometry.

XYZ file:
```
13
Properties=species:S:1:pos:R:3:forces:R:3
S -1.333 1.485 -0.110 1.04 -0.83 0.16
N 0.112 0.467 0.294 1.19 1.09 0.35
N 0.248 -0.785 -0.331 0.63 1.60 2.40
C -0.863 -1.611 -0.148 -1.46 -1.73 0.06
C 1.400 1.255 0.282 -2.58 2.25 -2.94
H 0.642 -0.770 -1.212 0.59 0.40 -2.33
H 1.885 1.330 -0.761 -0.89 -0.07 1.15
H -1.800 -0.960 -0.065 1.01 -1.33 0.34
H -0.986 -2.168 -1.092 -0.18 -0.07 0.38
H -1.966 0.955 0.947 -0.31 0.39 -0.10
H 2.129 0.893 0.886 1.80 -1.77 2.02
H -0.678 -2.410 0.670 -0.78 1.53 -0.90
H 1.209 2.319 0.640 -0.07 -1.45 -0.60
```
Forces are in eV/Å.

DFT total energy	-16016.5391	eV

***

(9)
Density functional theory data (wB97M-V/def2-TZVPD) for a 2-piece molecular cluster, H3NO2 overall at a distorted geometry.

XYZ file:
```
6
Properties=species:S:1:pos:R:3:forces:R:3
O 0.271 0.895 1.357 0.27 -1.83 2.48
O -0.698 0.271 0.713 -0.87 -0.22 -1.74
N 0.091 -0.473 -0.981 0.24 -1.63 1.91
H -0.714 -0.854 -1.513 0.03 0.47 0.46
H 0.710 1.480 0.787 0.54 1.80 -1.92
H 0.341 -1.319 -0.364 -0.21 1.41 -1.18
```
Forces are in eV/Å.

DFT total energy	-5627.4888	eV

***

Asked for relative energy (zero: lowest compared OMol25 entry of this formula, charge and spin) across the records above, the calculation gives 147.25; 13.55; 31.90; 93.79; 18.77; 0.00; 130.35; 52.03; 77.08 kcal/mol in order.